[1]
ORCA calculation (ωB97M-V with the def2-TZVPD basis set) on one molecule with the formula C2H2O3S at a distorted geometry.

XYZ file:
```
8
Properties=species:S:1:pos:R:3:forces:R:3
O 1.32380 0.43642 -0.97271 -2.971 0.581 1.295
C 0.28819 0.64303 -0.29416 4.105 -0.523 -1.143
O -0.01393 1.89165 0.12116 -1.525 -2.478 0.266
C -0.32456 -0.71777 0.22270 -2.918 7.047 5.513
O -0.07939 -1.68579 -0.42195 4.112 -5.830 -5.939
S -1.11216 -0.86719 1.64385 -0.412 1.026 0.224
H -0.83539 1.76162 0.67130 0.792 0.452 -0.290
H 0.75344 -1.46197 -0.97017 -1.182 -0.275 0.075
```
Positions in Å, forces in eV/Å.

Properties
- LUMO energy (eV) = -0.8
- total charge = 0
- E_tot (a.u.) = -701.286865
- structure (SMILES) = O=C(O)C(O)=S
- relative energy (zero: lowest compared OMol25 entry of this formula, charge and spin) (kcal per mole) = 33.6


[2]
ORCA calculation (ωB97M-V with the def2-TZVPD basis set) on one molecule with the formula C2H2O3S at a distorted geometry.

XYZ file:
```
8
Properties=species:S:1:pos:R:3:forces:R:3
O -4.06378 -0.87948 -0.19433 -1.163 -1.160 -0.344
S -3.03117 0.08154 -0.16967 0.815 -0.180 0.018
O -3.27987 1.38787 0.29647 -0.602 1.916 0.266
C -1.58416 -0.46948 0.61210 4.260 -0.722 -1.134
C -0.12146 -0.19285 0.14491 -1.646 -0.308 1.571
O -0.78276 -1.47038 0.14497 -0.989 0.327 0.110
H 0.12713 0.25957 -0.78660 -0.351 0.015 -0.857
H 0.68587 -0.12908 0.86326 -0.324 0.112 0.369
```
Positions in Å, forces in eV/Å.

Properties
- LUMO energy (eV) = -1.7
- total charge = 0
- E_tot (a.u.) = -701.151947
- structure (SMILES) = O=S(=O)=C1CO1
- relative energy (zero: lowest compared OMol25 entry of this formula, charge and spin) (kcal per mole) = 118.3


[3]
ORCA calculation (ωB97M-V with the def2-TZVPD basis set) on one molecule with the formula C2H2O3S at a distorted geometry.

XYZ file:
```
8
Properties=species:S:1:pos:R:3:forces:R:3
O -1.25450 -1.19104 1.09159 0.952 3.282 -1.987
C -1.02034 -0.18859 0.38451 -1.317 -3.865 0.191
O -1.94226 0.79243 0.16388 -1.177 -1.442 0.577
C 0.36020 -0.18377 -0.43472 -0.012 3.119 1.686
O 0.60135 -0.58176 -1.67205 1.478 -0.952 1.447
S 1.62260 0.63276 0.28913 -0.951 -0.830 0.383
H -2.89756 0.46888 0.50229 3.371 0.760 -0.731
H 1.66006 -0.51600 -1.49440 -2.344 -0.072 -1.566
```
Positions in Å, forces in eV/Å.

Properties
- LUMO energy (eV) = -0.4
- total charge = 0
- E_tot (a.u.) = -701.266294
- structure (SMILES) = O=C(O)C(O)=S
- relative energy (zero: lowest compared OMol25 entry of this formula, charge and spin) (kcal per mole) = 46.5


[4]
ORCA calculation (ωB97M-V with the def2-TZVPD basis set) on one molecule with the formula C2H2OS at a distorted geometry.

XYZ file:
```
6
Properties=species:S:1:pos:R:3:forces:R:3
O -1.53158 -2.36006 -0.92149 -0.028 -0.112 -0.474
C -1.16778 -1.55961 -0.13475 -0.240 -0.308 -0.072
C -0.37457 -0.41022 0.20136 0.750 4.156 -1.987
S -1.34083 -1.15124 1.54992 -0.393 0.235 0.795
H 0.70094 -0.52083 0.26544 0.059 -0.305 0.094
H -0.54467 0.77704 -0.29807 -0.146 -3.666 1.643
```
Positions in Å, forces in eV/Å.

Properties
- LUMO energy (eV) = 0.4
- total charge = 0
- E_tot (a.u.) = -550.772445
- structure (SMILES) = O=C1CS1
- relative energy (zero: lowest compared OMol25 entry of this formula, charge and spin) (kcal per mole) = 9.9


[5]
ORCA calculation (ωB97M-V with the def2-TZVPD basis set) on C2H2OS as an isolated structure at a distorted geometry.

XYZ file:
```
6
Properties=species:S:1:pos:R:3:forces:R:3
C -0.52367 0.71494 -0.00426 -0.108 -0.577 -0.032
C -0.59158 -0.61761 -0.00837 -2.688 0.326 0.065
O -1.81212 1.15431 0.00169 -0.301 0.442 -0.031
S -2.50563 -0.41295 0.00040 2.738 -0.121 0.006
H 0.28147 1.42901 -0.01695 0.029 0.134 0.029
H 0.00505 -1.49692 0.01789 0.331 -0.203 -0.037
```
Positions in Å, forces in eV/Å.

Properties
- LUMO energy (eV) = 0.0
- total charge = 0
- E_tot (a.u.) = -550.740690
- relative energy (zero: lowest compared OMol25 entry of this formula, charge and spin) (kcal per mole) = 29.8


[6]
ORCA calculation (ωB97M-V with the def2-TZVPD basis set) on C2H2P2S2 as an isolated structure at a distorted geometry.

XYZ file:
```
8
Properties=species:S:1:pos:R:3:forces:R:3
C 0.29232 1.56862 -0.35700 -0.200 -3.056 0.605
C -1.41732 -0.50470 0.31839 -0.732 0.912 0.516
P 1.65436 0.56528 -0.34227 -2.133 0.814 0.655
P 0.23560 -1.10414 0.38490 0.813 -1.140 1.177
S 0.76296 -2.57680 1.58293 -0.038 0.993 -0.430
S -1.50607 1.06812 -0.08756 1.450 -1.328 0.234
H 0.02881 2.50930 -0.62266 0.857 3.335 -1.136
H -0.05064 -1.52569 -0.87673 -0.016 -0.529 -1.621
```
Positions in Å, forces in eV/Å.

Properties
- LUMO energy (eV) = -1.6
- total charge = 0
- E_tot (a.u.) = -1556.356618
- relative energy (zero: lowest compared OMol25 entry of this formula, charge and spin) (kcal per mole) = 87.7


[7]
ORCA calculation (ωB97M-V with the def2-TZVPD basis set) on one molecule with the formula C2H2S2 at a distorted geometry.

XYZ file:
```
6
Properties=species:S:1:pos:R:3:forces:R:3
S 2.05251 -0.96656 0.01507 1.193 -0.877 0.119
C 0.78004 -0.06235 0.03131 0.308 0.651 -0.863
C -0.62541 0.00914 0.03211 -0.969 -0.035 -0.729
S 0.24440 1.58321 0.00433 0.295 0.825 0.922
H -1.23844 -0.07636 -0.80648 -0.158 -0.411 -2.171
H -1.21310 -0.48707 0.72366 -0.670 -0.152 2.721
```
Positions in Å, forces in eV/Å.

Properties
- LUMO energy (eV) = -0.3
- total charge = 0
- E_tot (a.u.) = -873.712147
- structure (SMILES) = S=C1CS1
- relative energy (zero: lowest compared OMol25 entry of this formula, charge and spin) (kcal per mole) = 16.0


[8]
ORCA calculation (ωB97M-V with the def2-TZVPD basis set) on a 14-piece molecular cluster, C2H31NO15 overall at a distorted geometry.

XYZ file:
```
49
Properties=species:S:1:pos:R:3:forces:R:3
O -0.09255 0.19974 0.21669 0.183 0.003 0.045
C 0.90937 -0.28754 0.77486 -0.424 0.882 0.715
O 1.64479 -1.12428 0.21595 1.419 -1.143 -0.497
C 1.28019 0.18253 2.18231 -0.309 0.351 0.979
N 0.19027 0.92228 2.86481 0.565 1.159 -0.881
H 1.05229 -1.67768 -1.28039 -1.037 -0.374 -1.025
H 1.60861 -0.68068 2.80704 -0.473 0.368 -0.466
H 2.22355 0.79799 2.14853 -1.058 -0.332 -0.205
H -0.12190 1.73609 2.26925 0.616 -1.313 1.106
H -0.64284 0.37016 3.04728 0.409 -0.058 -0.215
H -2.17952 0.36019 -2.48965 0.071 -0.014 -0.279
H -0.74132 -0.11976 -4.18680 -1.113 -1.067 1.416
O -1.34054 -0.62955 -3.56002 0.843 0.356 -0.764
H -1.63507 2.40026 -2.26556 1.425 1.126 0.117
H -3.58279 1.04359 -2.30036 0.891 0.031 0.369
O -2.65597 1.06537 -1.97431 -1.127 -0.153 -0.533
H -1.36564 -2.53589 0.50820 -0.426 0.559 -0.995
H -1.39827 -1.08709 0.00350 0.278 0.636 0.173
O -1.60956 -1.97875 -0.27310 -0.149 -1.761 0.512
H 0.71630 2.58927 0.16749 -0.669 0.653 -0.142
H -0.94661 2.20408 0.51625 0.064 0.971 -0.174
O -0.22600 3.01731 0.26859 -0.104 -1.137 -0.596
H -0.10841 2.36949 -2.52214 -0.095 0.160 -0.002
H -0.51155 3.15805 -0.74516 0.465 -0.010 0.783
O -0.79501 2.99266 -2.21627 -1.427 -0.888 -0.256
H 1.79585 -4.04512 1.19190 0.153 -1.022 -0.454
H 1.82698 -2.54651 1.17462 0.033 0.572 -0.127
O 1.66042 -3.30376 1.76060 -0.151 0.260 0.571
H -0.73787 -1.15158 -2.94662 -0.182 0.629 -1.028
H -0.43113 -2.13474 -1.45737 1.494 0.147 -0.762
O 0.41026 -1.94787 -2.02658 -0.375 -0.501 1.832
H 3.19128 -0.31290 0.32450 0.312 0.099 -0.076
H 4.54977 0.22847 -0.26364 -0.626 0.156 0.579
O 3.83493 0.43124 0.37431 0.783 -0.396 -0.471
H -2.36750 1.28582 -0.31212 -0.083 -0.352 0.416
H -1.99291 0.66820 1.18147 -0.592 1.574 -1.417
O -2.18041 1.51923 0.62333 0.096 -0.753 1.302
H -0.81649 -2.94467 3.56577 0.254 -0.079 2.029
H 0.07533 -3.14932 2.29236 -0.010 0.018 0.433
O -0.83562 -2.96568 2.63990 -0.128 -0.023 -2.425
H 2.78679 1.67493 -0.11692 -0.440 0.360 -0.496
H 1.75334 1.69816 -1.29140 -0.159 -0.721 -0.987
O 2.06879 2.20894 -0.55550 0.872 0.704 1.546
H 0.28638 0.45605 -1.41370 -0.121 -0.032 -0.069
H 1.01341 -0.08362 -2.61688 0.462 -1.145 -0.580
O 0.66046 0.72369 -2.29007 -0.020 1.449 0.522
H -1.66779 -1.51336 2.22936 0.577 -0.481 0.211
H -3.04270 -0.97009 2.21479 -3.177 -0.711 0.192
O -2.17634 -0.69748 2.14268 2.206 1.244 0.074
```
Positions in Å, forces in eV/Å.

Properties
- LUMO energy (eV) = 0.2
- total charge = 0
- E_tot (a.u.) = -1278.228782
- relative energy (zero: lowest compared OMol25 entry of this formula, charge and spin) (kcal per mole) = 26.3